Here is 2 unconnected molecules or ions with the total composition C24H49Br2FIN2O7P2 from OMol25. Energies are from wB97M-V/def2-TZVPD.

Output
DFT total energy = -7808.01123 Eh
E_HOMO = -10.72 eV
Kohn-Sham gap = 7.74 eV

```
! wB97M-V def2-TZVPD RIJCOSX def2/J DEFGRID3
* xyz 1 1
H -3.214 0.286 4.288
C -1.950 2.996 1.693
H -2.465 -1.266 4.123
C 0.699 5.083 -0.016
H -1.492 5.983 1.700
C 1.913 1.760 4.412
C -1.311 0.280 3.246
H -0.430 -3.784 -2.671
H 3.520 -3.232 -3.103
O -1.098 5.159 2.020
C 1.235 2.988 2.281
P -3.830 3.281 1.742
H -1.457 -1.573 -1.174
H -1.608 3.021 2.722
H 3.446 -0.183 -1.436
C 1.879 2.345 -0.038
H -2.026 0.255 -2.559
H 0.668 -4.339 -0.527
I -1.255 5.454 -2.470
H -3.625 5.394 2.329
H 3.120 -4.648 -2.156
H 2.490 -5.166 0.321
Br -4.282 3.094 3.921
H 2.821 -4.302 -5.177
H 1.042 5.574 0.881
O -0.138 1.501 0.964
C 1.743 -6.445 -5.527
O 1.547 -3.523 -2.924
H 1.896 0.192 0.352
H 4.050 0.943 -0.392
C -1.361 0.537 -1.750
H -0.779 1.158 3.579
H -5.111 -1.098 -0.926
H 0.066 -1.050 -1.804
H -3.123 0.622 2.145
H -1.844 -0.106 5.321
C -4.040 0.718 -0.510
N -1.339 4.185 1.025
H 2.047 0.723 4.694
C -0.147 6.127 -0.731
H -0.619 1.192 -2.191
O 1.496 -6.101 -1.245
H 1.559 -6.629 0.760
C 1.994 0.891 -0.470
C -0.088 3.822 0.259
N 3.331 0.750 -1.072
H 2.804 2.637 0.443
C 0.465 -4.412 -2.657
H 0.450 3.208 3.000
C 3.080 -4.910 -4.303
O -0.253 7.293 -0.365
H -4.510 0.861 0.450
C -2.068 0.508 1.924
C -4.081 -0.774 -0.833
H 1.572 4.911 -0.631
C 2.845 -4.091 -3.051
C 2.061 1.863 2.892
H 2.470 -6.867 -6.227
O 2.352 -6.122 -4.294
H 1.843 0.909 2.436
H 1.265 -5.569 -5.979
C -0.762 -0.744 -1.172
H -4.675 1.225 -1.227
H -1.979 4.588 0.324
H 3.072 -6.769 -0.164
C 0.674 2.676 0.885
H 0.973 -7.189 -5.328
H 3.094 2.116 2.687
H 1.294 0.702 -1.268
H -0.377 -0.638 -0.167
H 4.150 -5.149 -4.361
O -3.857 4.898 1.531
P -2.404 1.580 -0.652
H 2.687 2.300 4.935
H -1.933 -0.371 1.314
C -2.261 -0.226 4.331
H -3.595 -1.030 -1.764
H 0.936 2.055 4.778
H -0.471 -5.568 -1.130
C 2.181 -6.164 -0.013
H 1.836 2.920 -0.954
H -3.649 -1.373 -0.039
C 0.505 -5.094 -1.306
Br -0.035 -1.189 2.938
H -0.464 3.464 -0.698
H 0.352 -5.132 -3.468
F 2.030 4.122 2.222
C -1.549 1.677 1.056
*
```